(1)
# C20H38O3PPd

A structure of composition C20H38O3PPd in a non-equilibrium geometry (ωB97M-V/def2-TZVPD, the OMol25 dataset).

Output
Energy relative to the best compared isomer or geometry (same formula, charge and spin) (eV): 1.1053
Charge: +3
Multiplicity: 5

Atoms and positions in Å:
Pd1 0.298 0.784 0.519
C1 -1.843 0.736 -0.244
C2 -1.539 -0.613 0.146
C3 -0.630 -1.145 -0.868
C4 -0.381 -0.079 -1.786
C5 -1.159 1.062 -1.453
C6 -1.172 2.387 -2.148
C7 -2.595 2.792 -2.582
C8 -0.625 3.403 -1.121
C9 -0.334 2.375 -3.434
C10 -0.189 -2.544 -1.219
C11 1.020 -2.553 -2.180
C12 0.295 -3.420 -0.063
C13 -1.395 -3.179 -1.931
C14 -2.065 -1.185 1.454
C15 -2.904 -2.451 1.279
C16 -0.871 -1.392 2.413
C17 -2.984 -0.176 2.177
H1 -2.598 1.362 0.208
H2 0.211 -0.172 -2.679
H3 -3.265 2.903 -1.728
H4 -3.021 2.063 -3.266
H5 -2.561 3.756 -3.088
H6 -1.390 3.647 -0.383
H7 -0.328 4.323 -1.619
H8 0.276 3.007 -0.586
H9 -0.666 1.577 -4.095
H10 0.729 2.257 -3.217
H11 -0.449 3.313 -3.973
H12 1.837 -1.959 -1.776
H13 0.739 -2.214 -3.173
H14 1.395 -3.567 -2.316
H15 1.131 -2.950 0.452
H16 0.630 -4.390 -0.433
H17 -0.524 -3.643 0.627
H18 -1.743 -2.562 -2.758
H19 -2.236 -3.309 -1.249
H20 -1.112 -4.156 -2.318
H21 -2.311 -3.297 0.910
H22 -3.734 -2.289 0.590
H23 -3.314 -2.761 2.240
H24 -0.183 -2.164 2.066
H25 -1.238 -1.684 3.398
H26 -0.314 -0.441 2.544
H27 -3.887 0.010 1.603
H28 -2.445 0.753 2.375
H29 -3.299 -0.575 3.140
C18 3.331 2.547 3.790
O1 2.593 1.453 3.249
P1 2.194 1.138 1.770
O2 2.358 -0.461 1.676
C19 3.554 -1.103 2.203
O3 3.367 1.804 0.934
C20 3.313 2.040 -0.470
H30 4.044 2.113 4.501
H31 2.660 3.189 4.364
H32 3.865 3.114 3.028
H33 3.848 -1.879 1.501
H34 3.308 -1.537 3.171
H35 4.369 -0.389 2.309
H36 4.217 1.623 -0.917
H37 3.315 3.118 -0.634
H38 2.408 1.588 -0.929

Atom charges from the Mulliken analysis, given in e for atoms 1 to 8:
1 Pd 0.346
2 C 0.299
3 C -1.757
4 C 0.822
5 C 0.599
6 C -0.738
7 C 1.294
8 C -1.701

***

(2)
# C20H39AsCrF6N4O4

A structure of composition C20H39AsCrF6N4O4 (ωB97M-V/def2-TZVPD, the OMol25 dataset).

Output
Energy relative to the best compared isomer or geometry (same formula, charge and spin) (eV): 0.7547
Charge: +2
Multiplicity: 3

Atoms and positions in Å:
Cr1 -1.111 -0.410 -0.905
C1 0.371 1.298 3.817
C2 0.662 2.170 2.587
C3 2.161 2.207 2.212
C4 2.912 0.919 1.762
C5 3.783 0.351 2.874
C6 3.720 1.178 0.499
N1 1.831 -0.118 1.445
C7 2.204 -1.427 0.852
C8 0.977 -2.322 0.680
N2 0.061 -2.145 -0.493
C9 0.902 -2.105 -1.718
C10 1.426 -0.673 -1.820
O1 2.426 -0.348 -2.375
O2 0.657 0.184 -1.107
C11 -0.991 -3.235 -0.477
C12 -0.447 -4.618 -0.819
C13 -1.693 -3.257 0.878
C14 -2.364 -1.992 1.498
C15 -3.855 -1.994 1.167
C16 -2.199 -2.114 3.019
N3 -1.693 -0.654 1.073
C17 -2.471 0.523 1.586
C18 -1.660 1.825 1.828
N4 -0.229 1.806 1.437
C19 -0.010 2.730 0.315
C20 -0.845 2.432 -0.905
O3 -0.962 3.098 -1.867
O4 -1.582 1.247 -0.765
H1 1.221 1.297 4.497
H2 0.127 0.256 3.574
H3 -0.478 1.667 4.388
H4 0.438 3.205 2.880
H5 2.674 2.588 3.096
H6 2.312 2.971 1.452
H7 4.520 1.100 3.161
H8 4.335 -0.532 2.553
H9 3.201 0.105 3.767
H10 4.390 2.016 0.685
H11 3.086 1.434 -0.352
H12 4.343 0.326 0.225
H13 1.364 -0.297 2.334
H14 1.131 0.349 0.847
H15 2.861 -1.934 1.557
H16 2.776 -1.259 -0.056
H17 0.392 -2.277 1.599
H18 1.351 -3.345 0.614
H19 0.307 -2.354 -2.596
H20 1.738 -2.804 -1.666
H21 -1.694 -2.968 -1.264
H22 0.212 -5.018 -0.048
H23 0.072 -4.629 -1.776
H24 -1.290 -5.303 -0.909
H25 -1.011 -3.697 1.608
H26 -2.492 -3.994 0.785
H27 -4.063 -1.976 0.103
H28 -4.396 -1.184 1.653
H29 -4.264 -2.922 1.567
H30 -2.490 -3.120 3.322
H31 -2.830 -1.424 3.576
H32 -1.159 -1.972 3.332
H33 -0.812 -0.619 1.583
H34 -2.924 0.226 2.528
H35 -3.276 0.717 0.884
H36 -1.743 2.078 2.882
H37 -2.174 2.633 1.305
H38 1.018 2.681 -0.039
H39 -0.212 3.774 0.586
F1 -2.866 -1.071 -1.458
As1 -2.884 -0.982 -3.421
F2 -4.485 -1.468 -3.426
F3 -3.223 0.649 -3.173
F4 -1.113 -0.540 -2.893
F5 -2.510 -0.842 -5.043
F6 -2.299 -2.585 -3.296

Atom charges from the Mulliken analysis, given in e for atoms 1 to 8:
1 Cr -1.300
2 C -1.482
3 C -0.295
4 C -1.744
5 C 1.845
6 C -1.627
7 C -1.811
8 N 0.804

***

(3)
# C20H39Cl34FINPS

A cluster of 18 separate species, C20H39Cl34FINPS in total in a non-equilibrium geometry (ωB97M-V/def2-TZVPD, the OMol25 dataset).

Output
Energy relative to the best compared isomer or geometry (same formula, charge and spin) (eV): 0.3379
Charge: +1

Atoms and positions in Å:
F1 3.587 -4.822 2.880
C1 2.644 -3.838 2.813
C2 1.663 -4.139 1.655
P1 0.064 -3.350 1.963
I1 -0.060 -1.282 0.782
N1 -1.123 -4.411 1.430
C3 -2.171 -4.401 2.115
S1 -3.541 -4.559 2.765
H1 3.125 -2.875 2.630
H2 2.095 -3.765 3.756
H3 1.505 -5.218 1.639
H4 2.055 -3.815 0.694
H5 -0.008 -3.101 3.342
C4 -2.753 -5.153 -1.730
Cl1 -2.985 -3.478 -2.268
Cl2 -2.280 -6.209 -3.059
H6 -1.970 -5.168 -0.980
H7 -3.681 -5.514 -1.310
C5 -1.984 2.435 1.132
Cl3 -3.366 1.349 1.291
Cl4 -1.138 2.194 -0.410
H8 -2.332 3.460 1.174
H9 -1.289 2.238 1.940
C6 -5.565 -7.849 0.023
Cl5 -3.853 -7.385 0.120
Cl6 -6.313 -7.195 -1.433
H10 -5.629 -8.931 0.003
H11 -6.080 -7.456 0.891
C7 1.755 4.265 -1.858
Cl7 1.932 5.453 -3.152
Cl8 2.534 4.801 -0.364
H12 0.701 4.110 -1.659
H13 2.217 3.343 -2.175
C8 4.041 -7.690 0.569
Cl9 3.747 -9.424 0.555
Cl10 2.592 -6.774 0.092
H14 4.318 -7.386 1.572
H15 4.832 -7.459 -0.134
C9 -8.641 -4.429 -2.488
Cl11 -8.241 -5.739 -3.604
Cl12 -10.308 -3.872 -2.693
H16 -8.527 -4.793 -1.476
H17 -7.976 -3.595 -2.672
C10 5.408 7.099 -3.724
Cl13 5.742 8.250 -5.023
Cl14 6.175 7.574 -2.200
H18 4.338 7.051 -3.566
H19 5.797 6.124 -4.004
C11 2.736 5.033 3.500
Cl15 1.495 3.771 3.442
Cl16 4.109 4.545 4.499
H20 3.089 5.216 2.492
H21 2.299 5.931 3.919
C12 5.150 1.714 -0.266
Cl17 4.729 2.001 1.423
Cl18 3.707 1.660 -1.295
H22 5.787 2.519 -0.614
H23 5.662 0.763 -0.342
C13 -8.993 -0.156 -3.232
Cl19 -8.646 1.553 -3.495
Cl20 -7.514 -1.094 -2.957
H24 -9.627 -0.255 -2.359
H25 -9.489 -0.552 -4.110
C14 1.478 1.832 6.494
Cl21 0.128 1.003 5.688
Cl22 1.118 2.171 8.186
H26 2.350 1.193 6.444
H27 1.661 2.766 5.979
C15 -11.167 -6.192 -0.010
Cl23 -9.785 -5.354 0.721
Cl24 -12.186 -6.959 1.207
H28 -11.756 -5.466 -0.554
H29 -10.789 -6.954 -0.682
C16 9.271 9.891 -2.370
Cl25 9.587 11.077 -3.637
Cl26 10.033 10.351 -0.832
H30 8.201 9.821 -2.217
H31 9.670 8.934 -2.685
C17 10.228 6.777 -0.610
Cl27 9.760 5.883 0.842
Cl28 9.461 6.124 -2.064
H32 9.913 7.809 -0.500
H33 11.304 6.714 -0.726
C18 4.665 3.296 -5.529
Cl29 4.901 4.479 -6.813
Cl30 5.434 3.814 -4.019
H34 3.602 3.183 -5.348
H35 5.104 2.353 -5.832
C19 -14.120 -3.463 -1.604
Cl31 -13.805 -5.079 -2.251
Cl32 -14.578 -3.516 0.100
H36 -13.217 -2.872 -1.700
H37 -14.928 -3.017 -2.171
C20 6.623 2.512 6.118
Cl33 5.240 1.409 6.198
Cl34 7.489 2.366 4.587
H38 6.260 3.528 6.216
H39 7.301 2.271 6.928

Atom charges from the Mulliken analysis, given in e for atoms 1 to 8:
1 F -0.277
2 C -0.442
3 C -0.437
4 P 0.111
5 I 0.413
6 N -0.148
7 C 0.369
8 S -0.208

***

(4)
# C20H39ClN2O7

A cluster of 3 separate species, C20H39ClN2O7 in total in a non-equilibrium geometry (ωB97M-V/def2-TZVPD, the OMol25 dataset).

Output
Energy relative to the best compared isomer or geometry (same formula, charge and spin) (eV): 0.2217
Charge: 0

Atoms and positions in Å:
C1 9.039 -0.703 -1.416
C2 8.046 0.393 -1.828
C3 7.915 1.367 -0.667
C4 6.714 -0.265 -2.273
C5 5.467 0.314 -1.716
C6 4.924 1.505 -1.880
Cl1 5.462 2.800 -2.809
C7 3.648 1.549 -1.082
O1 3.045 2.528 -0.759
O2 3.344 0.264 -0.764
C8 4.542 -0.464 -0.855
O3 4.723 -1.506 -0.281
H1 8.538 -1.488 -0.870
H2 9.584 -1.103 -2.257
H3 9.753 -0.278 -0.726
H4 8.475 0.865 -2.699
H5 7.463 0.858 0.175
H6 7.355 2.255 -0.909
H7 8.907 1.692 -0.400
H8 6.603 -0.285 -3.346
H9 6.739 -1.297 -1.956
C9 -4.782 2.500 -1.408
O4 -3.805 2.917 -0.477
C10 -3.062 1.850 0.107
C11 -1.627 1.854 -0.374
N1 -1.534 1.469 -1.777
C12 -0.219 1.678 -2.377
C13 0.324 3.102 -2.458
O5 -0.381 3.946 -3.352
C14 -1.534 4.571 -2.818
H10 -5.400 3.365 -1.644
H11 -4.331 2.136 -2.338
H12 -5.421 1.717 -0.989
H13 -3.535 0.883 -0.073
H14 -3.063 2.024 1.188
H15 -1.050 1.144 0.226
H16 -1.223 2.860 -0.197
H17 -2.216 1.992 -2.308
H18 -0.270 1.289 -3.397
H19 0.506 1.060 -1.838
H20 1.337 3.035 -2.861
H21 0.419 3.573 -1.474
H22 -1.425 4.785 -1.753
H23 -2.430 3.966 -2.983
H24 -1.673 5.513 -3.349
C15 -4.630 -2.353 5.528
O6 -3.640 -3.222 5.013
C16 -4.146 -4.443 4.488
C17 -4.003 -4.495 2.981
N2 -4.904 -3.554 2.329
C18 -4.663 -3.369 0.900
C19 -3.320 -2.794 0.458
O7 -3.115 -1.441 0.821
C20 -2.614 -1.231 2.130
H25 -4.117 -1.553 6.060
H26 -5.234 -1.905 4.732
H27 -5.288 -2.873 6.230
H28 -5.184 -4.603 4.789
H29 -3.544 -5.249 4.919
H30 -4.240 -5.507 2.638
H31 -2.950 -4.293 2.745
H32 -4.827 -2.655 2.785
H33 -5.443 -2.699 0.530
H34 -4.811 -4.331 0.399
H35 -3.311 -2.807 -0.635
H36 -2.472 -3.409 0.780
H37 -1.959 -2.041 2.458
H38 -3.433 -1.102 2.843
H39 -2.041 -0.303 2.122

Atom charges from the Mulliken analysis, given in e for atoms 1 to 8:
1 C -1.543
2 C 0.859
3 C -1.588
4 C -1.280
5 C 0.366
6 C 0.458
7 Cl -0.159
8 C 0.649

***

(5)
# C20H39ClN6O4P2S2

A cluster of 3 separate species, C20H39ClN6O4P2S2 in total in a non-equilibrium geometry (ωB97M-V/def2-TZVPD, the OMol25 dataset).

Output
Charge: 0
Energy (eV): -91259.040

Atoms and positions in Å:
C1 1.355 -1.041 4.194
C2 0.819 -2.399 3.437
C3 0.530 -2.218 1.828
C4 -0.977 -2.777 1.365
N1 -1.895 -1.595 1.177
C5 -2.163 -1.009 2.546
C6 -3.134 -1.731 3.701
P1 -4.061 -3.390 3.364
N2 -5.834 -3.179 3.716
O1 -4.020 -3.844 1.688
C7 -3.296 -0.994 5.196
P2 -4.392 -1.884 6.498
S1 -3.570 -1.946 8.298
C8 -2.496 0.449 5.478
C9 -2.619 1.136 6.957
C10 -2.365 2.750 7.017
O2 -3.349 3.613 6.744
Cl1 -0.601 3.289 7.431
C11 -1.575 1.134 4.314
N3 -0.728 2.382 4.255
S2 0.094 2.692 2.717
N4 -0.464 1.221 1.905
C12 -1.388 0.444 2.842
H1 2.417 -1.163 4.701
H2 1.370 -0.106 3.465
H3 0.524 -0.773 5.009
H4 -0.145 -2.781 4.026
H5 1.639 -3.229 3.580
H6 0.732 -1.119 1.437
H7 1.330 -2.911 1.276
H8 -0.806 -3.261 0.305
H9 -1.435 -3.501 2.163
H10 -2.762 -1.817 0.644
H11 -6.110 -3.731 4.557
H12 -5.946 -2.150 3.845
H13 -4.963 -3.813 1.309
H14 -5.706 -1.238 6.593
H15 -4.677 -3.276 6.177
H16 -1.805 0.602 7.645
H17 -3.698 0.897 7.368
C13 1.781 0.018 -2.630
C14 0.532 0.243 -1.781
C15 -0.603 0.977 -2.532
O3 -0.397 2.386 -2.679
C16 0.455 2.745 -3.756
N5 0.911 0.952 -0.551
H18 2.379 0.926 -2.749
H19 2.430 -0.730 -2.162
H20 1.516 -0.350 -3.627
H21 0.151 -0.747 -1.502
H22 -1.522 0.875 -1.942
H23 -0.811 0.513 -3.504
H24 0.344 2.073 -4.613
H25 1.493 2.767 -3.419
H26 0.192 3.758 -4.074
H27 0.094 1.009 0.058
H28 1.090 1.927 -0.806
C17 5.085 0.827 -7.966
C18 4.947 1.358 -6.541
C19 3.615 0.966 -5.862
O4 2.484 1.726 -6.300
C20 1.914 1.279 -7.521
N6 5.139 2.815 -6.553
H29 4.492 1.397 -8.687
H30 6.128 0.888 -8.296
H31 4.780 -0.223 -8.026
H32 5.758 0.910 -5.952
H33 3.708 1.171 -4.788
H34 3.417 -0.109 -5.951
H35 1.971 0.191 -7.630
H36 2.400 1.774 -8.363
H37 0.861 1.572 -7.531
H38 5.148 3.150 -5.588
H39 4.288 3.230 -6.944

Atom charges from the Mulliken analysis, given in e for atoms 1 to 8:
1 C -0.506
2 C -0.355
3 C -0.456
4 C -0.412
5 N -0.003
6 C -0.827
7 C 0.310
8 P 0.265

***

(6)
# C20H39N4O4Re

A structure of composition C20H39N4O4Re in a non-equilibrium geometry (ωB97M-V/def2-TZVPD, the OMol25 dataset).

Output
Energy relative to the best compared isomer or geometry (same formula, charge and spin) (eV): 1.2601
Charge: +3
Multiplicity: 2

Atoms and positions in Å:
Re1 0.928 0.437 -0.120
C1 -0.936 2.353 3.565
C2 -0.563 2.102 2.094
C3 -1.915 2.315 1.296
C4 -2.642 1.573 0.148
C5 -3.885 2.409 -0.181
C6 -3.100 0.176 0.542
N1 -1.827 1.581 -1.178
C7 -1.657 0.300 -1.938
C8 -0.458 0.216 -2.898
N2 0.910 0.036 -2.291
C9 1.767 1.134 -2.805
C10 1.262 2.456 -2.167
O1 1.204 3.492 -2.740
O2 0.850 2.229 -0.932
C11 1.481 -1.339 -2.579
C12 3.002 -1.387 -2.495
C13 0.785 -2.468 -1.772
C14 0.986 -2.715 -0.248
C15 2.428 -2.929 0.174
C16 0.193 -3.991 0.083
N3 0.343 -1.566 0.510
C17 0.414 -1.617 1.998
C18 -0.216 -0.343 2.580
N4 0.341 0.895 1.967
C19 1.630 1.223 2.642
C20 2.789 0.364 2.103
O3 3.752 0.079 2.734
O4 2.578 -0.007 0.853
H1 -1.412 3.327 3.646
H2 -0.075 2.387 4.223
H3 -1.632 1.608 3.943
H4 0.082 2.924 1.770
H5 -1.835 3.352 0.961
H6 -2.691 2.324 2.065
H7 -4.573 2.441 0.658
H8 -4.431 1.977 -1.018
H9 -3.638 3.442 -0.416
H10 -3.650 0.264 1.477
H11 -2.283 -0.517 0.713
H12 -3.792 -0.250 -0.182
H13 -0.911 2.039 -0.991
H14 -2.330 2.242 -1.785
H15 -2.560 0.157 -2.542
H16 -1.626 -0.528 -1.232
H17 -0.459 1.103 -3.538
H18 -0.666 -0.636 -3.553
H19 1.734 1.213 -3.897
H20 2.810 1.020 -2.497
H21 1.229 -1.558 -3.626
H22 3.400 -0.946 -1.585
H23 3.463 -0.905 -3.354
H24 3.322 -2.425 -2.527
H25 1.124 -3.388 -2.256
H26 -0.291 -2.421 -1.965
H27 2.914 -3.611 -0.516
H28 2.476 -3.390 1.158
H29 3.005 -2.009 0.207
H30 0.579 -4.823 -0.500
H31 -0.868 -3.897 -0.141
H32 0.311 -4.269 1.127
H33 -0.650 -1.710 0.301
H34 1.457 -1.730 2.300
H35 -0.137 -2.482 2.379
H36 -0.046 -0.341 3.660
H37 -1.294 -0.354 2.424
H38 1.573 1.103 3.726
H39 1.929 2.256 2.439

Atom charges from the Mulliken analysis, given in e for atoms 1 to 8:
1 Re 2.349
2 C -1.914
3 C -0.153
4 C -2.012
5 C 1.332
6 C -1.962
7 C -1.823
8 N 0.292